1.
{"formula": "C5H10N2", "method": "wB97M-V/def2-TZVPD", "smiles": "C[C@H]1N[C@H]1[C@H]1CN1", "e_homo_ev": -9.26, "spin_multiplicity": 1, "elements": ["C", "C", "N", "C", "C", "C", "N", "H", "H", "H", "H", "H", "H", "H", "H", "H", "H"], "xyz": [[-2.05469, -0.24245, -0.05148], [-1.07440, -0.32275, -1.19868], [-0.18534, 0.80162, -1.51182], [0.39166, -0.43669, -0.99492], [1.04460, -0.52520, 0.35703], [2.12889, 0.42369, 0.70245], [0.85605, 0.45362, 1.42142], [-2.82680, 0.50832, -0.25795], [-1.56834, 0.00909, 0.89597], [-2.55859, -1.20525, 0.08448], [-1.48310, -0.78422, -2.09792], [-0.25100, 1.50861, -0.77999], [0.95974, -0.98402, -1.74822], [1.12316, -1.54596, 0.73050], [2.98933, 0.10372, 1.28473], [2.32886, 1.21740, -0.01654], [0.29516, 1.24541, 1.11694]], "forces_ev_per_angstrom": [[0.02, 0.01, 0.05], [-0.16, -0.16, 0.00], [0.02, 0.25, 0.08], [0.10, -0.15, 0.05], [-0.03, -0.14, -0.12], [0.28, 0.05, -0.08], [-0.19, 0.17, 0.03], [0.10, -0.11, 0.02], [-0.07, -0.02, -0.16], [0.08, 0.12, -0.02], [0.08, 0.07, 0.14], [0.00, -0.09, -0.07], [-0.10, 0.07, 0.10], [0.00, 0.15, -0.05], [-0.16, 0.03, -0.08], [-0.04, -0.14, 0.11], [0.06, -0.10, 0.02]]}

***

2.
{"formula": "C5H10N2", "method": "wB97M-V/def2-TZVPD", "e_homo_ev": [-7.59, -7.59], "spin_multiplicity": 1, "elements": ["C", "C", "C", "C", "C", "N", "N", "H", "H", "H", "H", "H", "H", "H", "H", "H", "H"], "xyz": [[0.65160, -1.77502, -0.14653], [-0.73068, -1.38240, 0.44098], [-0.91687, 0.07480, 0.36549], [-1.72516, 0.67936, -0.73186], [1.88205, 1.35044, 0.29727], [1.47325, -0.86464, -0.42182], [1.11638, 0.37507, -0.40490], [0.86839, -2.80298, -0.36997], [-1.47324, -1.91033, -0.15673], [-0.75274, -1.76363, 1.46719], [-0.82468, 0.64673, 1.27419], [-1.49236, 1.73536, -0.84181], [-2.79074, 0.60314, -0.49933], [-1.53522, 0.17298, -1.67512], [2.88711, 1.40437, -0.13033], [1.38865, 2.31326, 0.16199], [1.97425, 1.14349, 1.37130]], "forces_ev_per_angstrom": [[-0.59, 0.02, 0.13], [0.25, -0.10, 0.08], [2.75, 0.51, -1.19], [-0.08, 0.00, 0.23], [0.47, 0.03, 0.34], [1.34, -0.65, -0.07], [-3.93, 0.44, 0.41], [0.18, -0.26, 0.07], [-0.18, -0.05, 0.05], [-0.14, -0.01, -0.12], [-0.15, 0.04, 0.25], [0.03, 0.07, -0.08], [-0.11, -0.03, -0.07], [-0.01, -0.01, -0.08], [0.04, 0.05, 0.02], [0.09, -0.04, 0.02], [0.05, 0.01, 0.01]]}

***

3.
{"formula": "C5H10N2", "method": "wB97M-V/def2-TZVPD", "e_homo_ev": -8.04, "spin_multiplicity": 1, "elements": ["C", "C", "N", "C", "C", "C", "N", "H", "H", "H", "H", "H", "H", "H", "H", "H", "H"], "xyz": [[0.06257, 1.94825, -0.07018], [1.56750, -0.51772, -0.54117], [-0.49133, 0.67264, 0.35214], [-1.24337, -0.59674, -1.06638], [0.26435, -0.58902, 0.21793], [0.17221, -1.45353, 1.28906], [-2.39040, -0.94024, -1.12406], [-0.97517, 0.70826, 1.24542], [-3.25468, -0.67279, -0.68729], [0.93776, 2.23473, 0.52303], [0.34766, 1.88634, -1.11954], [-0.70348, 2.71590, 0.03130], [1.40285, -0.15889, -1.55685], [1.99576, -1.51476, -0.61160], [2.27858, 0.13433, -0.03717], [-0.74083, -1.50560, 1.86491], [0.76999, -2.35117, 1.29045]], "forces_ev_per_angstrom": [[0.14, -0.43, 0.12], [-0.58, -0.18, -0.52], [-0.12, -0.39, 0.68], [-1.07, -1.32, -2.49], [1.57, 1.24, 3.56], [-0.53, 0.23, -1.94], [0.08, 0.48, 0.40], [0.35, 0.04, -0.16], [-0.05, -0.04, 0.04], [0.01, 0.10, -0.09], [-0.01, 0.05, -0.03], [0.01, -0.03, 0.00], [0.06, 0.04, 0.01], [0.03, -0.03, 0.06], [-0.05, 0.05, 0.06], [0.01, 0.25, 0.33], [0.13, -0.07, -0.02]]}

***

4.
{"formula": "C5H10N2", "method": "wB97M-V/def2-TZVPD", "e_homo_ev": [-6.61, -6.61], "spin_multiplicity": 1, "elements": ["C", "C", "C", "N", "N", "C", "C", "H", "H", "H", "H", "H", "H", "H", "H", "H", "H"], "xyz": [[1.71567, 0.38280, 0.80781], [2.72498, -0.01798, -0.26218], [-1.68478, -0.06314, -0.28815], [-2.70370, 0.10483, 0.64897], [-2.15315, -0.11754, -1.59249], [0.50599, -0.41427, 0.98615], [-0.36251, -0.00149, 0.03812], [-2.39826, 0.04720, 1.60806], [-3.53937, -0.43389, 0.46460], [-2.88329, 0.54644, -1.82015], [-1.42501, -0.14360, -2.28925], [0.34828, -1.18978, 1.74020], [2.22382, 0.70752, 1.72272], [0.65912, 0.95567, -0.15195], [3.37006, -0.84033, 0.07627], [3.37715, 0.82249, -0.51212], [2.22501, -0.34493, -1.17663]], "forces_ev_per_angstrom": [[-0.29, 0.13, -0.16], [-0.06, -0.02, 0.01], [0.16, 0.10, 0.05], [0.07, -0.04, -0.09], [-0.01, 0.03, 0.07], [0.15, 0.10, 0.01], [-0.46, -0.23, -0.05], [0.02, -0.01, -0.06], [0.09, 0.04, -0.03], [0.07, -0.07, 0.08], [-0.02, 0.02, 0.07], [-0.01, 0.03, -0.05], [-0.01, -0.05, -0.04], [0.40, -0.06, 0.16], [-0.05, 0.06, -0.02], [-0.04, -0.04, 0.02], [-0.01, 0.02, 0.05]]}

***

5.
{"formula": "C5H10N2", "method": "wB97M-V/def2-TZVPD", "smiles": "CC1(C)CC1.N#N", "e_homo_ev": -9.87, "spin_multiplicity": 1, "elements": ["C", "C", "C", "C", "C", "H", "H", "H", "H", "H", "H", "H", "H", "H", "H", "N", "N"], "xyz": [[0.32802, 0.81990, -1.31038], [-0.05393, -0.38238, -0.31001], [1.08928, -0.64378, 0.65651], [-1.43219, -0.33789, 0.17269], [-1.00519, -1.40864, -0.79991], [1.38040, 0.52759, -1.54152], [0.29675, 1.83066, -0.94193], [-0.17742, 0.69049, -2.29030], [0.79474, -0.96617, 1.73781], [1.73180, 0.24566, 0.70575], [1.57368, -1.57711, 0.47560], [-1.93993, 0.61414, -0.26594], [-1.58124, -0.53316, 1.27597], [-0.80785, -2.40166, -0.31364], [-1.47283, -1.42786, -1.86215], [0.14504, 2.45818, 2.53253], [1.13088, 2.49204, 2.07892]], "forces_ev_per_angstrom": [[1.06, -3.30, -0.50], [1.34, 2.87, -1.04], [-1.04, -0.80, 2.09], [-1.65, 2.11, 0.78], [-0.70, -1.48, -0.54], [-0.44, 0.81, -0.09], [-0.23, 0.20, 0.40], [-0.12, 0.36, 0.74], [-0.24, 1.31, -1.50], [0.09, -0.68, 0.07], [1.19, -0.32, -1.10], [0.30, -2.11, 1.05], [-0.17, 0.08, -1.55], [-0.54, 0.86, -0.82], [1.17, 0.06, 2.00], [-0.55, -0.02, 0.25], [0.53, 0.05, -0.24]]}

***

6.
{"formula": "C5H10N2", "method": "wB97M-V/def2-TZVPD", "smiles": "CC1=[NH+]CC=[N+]1C", "e_homo_ev": -21.83, "charge": 2, "spin_multiplicity": 1, "elements": ["C", "C", "N", "C", "C", "N", "C", "H", "H", "H", "H", "H", "H", "H", "H", "H", "H"], "xyz": [[0.30182, 0.22262, -1.85902], [0.37635, 0.38890, -0.43448], [1.17951, 1.18969, 0.25407], [0.95146, 1.06233, 1.66048], [0.07009, -0.04151, 1.61173], [-0.44101, -0.28122, 0.43583], [-1.34679, -1.35472, 0.11087], [1.21534, -0.33563, -2.16734], [0.03468, 1.11533, -2.34632], [-0.57843, -0.43506, -2.14810], [1.92966, 1.81363, -0.00545], [0.38360, 1.96270, 2.02642], [1.87931, 0.98234, 2.28514], [-0.26705, -0.65415, 2.51644], [-2.32087, -1.04992, 0.43535], [-0.91948, -2.34702, 0.53839], [-1.30058, -1.39179, -0.98517]], "forces_ev_per_angstrom": [[-0.91, -2.74, -0.68], [1.33, 2.54, -0.63], [-0.41, -0.38, -0.64], [1.08, 0.72, 0.11], [-3.11, -2.35, 3.93], [2.23, -0.11, 1.98], [0.76, -2.05, -0.75], [-0.36, 0.82, -0.37], [0.60, 1.51, -0.88], [1.28, 0.69, 0.40], [-0.03, 0.11, -1.19], [0.21, -0.48, 0.12], [-0.70, -0.11, -0.46], [0.34, 1.01, -1.27], [-0.62, -0.33, 0.29], [-1.10, 1.73, -0.59], [-0.58, -0.58, 0.64]]}

***

7.
{"formula": "C5H10N2O", "method": "wB97M-V/def2-TZVPD", "smiles": "CC(=O)NN1C[C@@H]1C", "e_homo_ev": -8.42, "spin_multiplicity": 1, "elements": ["C", "C", "O", "N", "N", "C", "C", "C", "H", "H", "H", "H", "H", "H", "H", "H", "H", "H"], "xyz": [[3.13403, -0.08858, -0.40839], [1.70456, 0.38361, 0.02356], [1.23589, 1.49870, 0.33838], [0.81009, -0.75037, -0.12763], [-0.56120, -0.72087, -0.15569], [-1.12802, -0.20753, 1.22221], [-1.25831, 0.48240, -0.08379], [-2.67198, 0.34631, -0.82905], [3.60368, 0.23533, 0.57804], [3.29321, 0.15141, -1.40473], [3.02061, -1.17432, -0.55035], [1.15001, -1.79119, 0.14133], [-0.31567, -0.12233, 2.13000], [-2.07418, -0.97271, 1.49479], [-0.98757, 1.57624, 0.00712], [-2.67859, -0.00103, -1.88069], [-2.88844, 1.43973, -0.59378], [-3.38812, -0.28483, 0.09867]], "forces_ev_per_angstrom": [[-2.76, -0.41, 4.07], [-2.87, -0.58, -0.70], [2.29, -2.60, -0.87], [3.30, -1.75, 0.34], [0.76, -0.47, 2.34], [-1.46, -4.18, 1.78], [-2.78, 2.45, -0.20], [-0.32, 0.84, 5.31], [1.09, -0.40, -2.17], [1.21, 1.84, -1.39], [0.42, 0.15, 0.89], [-0.82, 3.62, -1.12], [-2.13, 0.41, -2.87], [2.63, 2.34, -0.38], [0.81, -1.74, -0.95], [-0.06, 0.25, 0.94], [-1.13, -1.31, -1.39], [1.84, 1.54, -3.63]]}

***

F_max: 0.296 3.977 4.088 0.516 3.498 5.533 5.383 (eV Å⁻¹)
Relative energy (zero: lowest compared OMol25 entry of this formula, charge and spin): 2.086 3.170 4.119 4.441 0.897 0.107 6.197 (eV)